Entry 1:
The following is a DFT calculation (ωB97M-V/def2-TZVPD) of a structure of composition C33H47BCaN4O2P2.

As for the HOMO energy (alpha / beta): -5.87 / -5.87 eV. The value obtained for the molar mass is 644.603 g/mol. The orbital gap (alpha / beta) is 0.1864 / 0.1863 Ha. Its charge is 0. Its multiplicity is 1. The value obtained for the lowest unoccupied orbital energy (alpha / beta) is -0.0292 / -0.0293 hartree. For the total energy, the calculation gives -3040.01087 Ha.

Element x y z (Å)
Ca (0.81, 2.45, 1.80)
C (1.46, -3.59, -1.65)
C (0.76, -3.01, -2.73)
C (-0.15, -1.86, -2.44)
C (-0.36, -1.66, -0.88)
C (-1.59, -2.39, -0.44)
C (-1.61, -3.71, -0.24)
C (-0.67, -4.67, -0.86)
C (0.93, -4.56, -0.63)
C (2.30, -1.31, 3.26)
H (2.41, -3.16, -1.30)
H (1.11, -3.06, -3.77)
H (-1.12, -2.03, -2.90)
H (0.22, -0.91, -2.89)
H (0.54, -2.09, -0.40)
H (-0.39, -0.61, -0.62)
H (-2.45, -1.77, -0.13)
H (-2.42, -4.15, 0.33)
H (-0.77, -4.57, -1.95)
H (-0.96, -5.70, -0.63)
H (1.19, -4.26, 0.37)
H (1.36, -5.54, -0.66)
H (2.33, -1.41, 4.31)
H (1.75, -2.14, 2.86)
H (1.79, -0.41, 3.05)
P (-2.32, 1.92, 1.29)
P (-0.23, 2.80, -1.96)
N (-3.83, 0.77, 1.03)
N (-3.56, 3.25, 1.88)
N (-1.74, 2.01, -3.23)
N (0.06, 4.19, -2.99)
C (-2.50, 2.44, -0.42)
C (-1.48, 3.54, -0.87)
C (-4.06, -0.25, 1.95)
C (-5.35, -0.75, 1.75)
C (-5.94, -0.01, 0.68)
C (-4.96, 0.91, 0.24)
C (-3.33, 3.96, 3.05)
C (-4.28, 4.98, 3.16)
C (-5.13, 4.90, 2.00)
C (-4.67, 3.82, 1.24)
C (-1.90, 0.64, -3.10)
C (-2.66, 0.13, -4.17)
C (-3.20, 1.25, -4.85)
C (-2.64, 2.39, -4.23)
C (-0.36, 4.49, -4.30)
C (-0.15, 5.84, -4.56)
C (0.53, 6.38, -3.40)
C (0.67, 5.35, -2.49)
H (-3.49, 2.82, -0.72)
H (-2.40, 1.54, -1.03)
H (-2.00, 4.35, -1.42)
H (-1.01, 4.03, 0.01)
H (-3.32, -0.54, 2.67)
H (-5.82, -1.54, 2.30)
H (-6.92, -0.11, 0.26)
H (-5.01, 1.64, -0.57)
H (-2.55, 3.66, 3.72)
H (-4.38, 5.69, 3.96)
H (-5.97, 5.52, 1.75)
H (-5.09, 3.39, 0.34)
H (-1.50, 0.08, -2.27)
H (-2.71, -0.91, -4.47)
H (-3.85, 1.25, -5.70)
H (-2.78, 3.43, -4.50)
H (-0.73, 3.72, -4.94)
H (-0.47, 6.40, -5.43)
H (0.84, 7.41, -3.28)
H (1.17, 5.33, -1.54)
C (5.62, -2.82, 0.50)
C (4.90, -2.90, 1.85)
C (4.65, -4.33, 2.33)
O (3.64, -2.31, 1.51)
B (3.63, -1.29, 2.44)
O (4.87, -0.73, 2.80)
C (5.57, -1.96, 3.00)
C (5.35, -2.41, 4.48)
C (7.05, -1.87, 2.78)
H (6.67, -3.13, 0.51)
H (5.54, -1.79, 0.14)
H (5.06, -3.46, -0.18)
H (4.22, -4.92, 1.51)
H (5.63, -4.72, 2.63)
H (3.94, -4.32, 3.18)
H (6.02, -3.24, 4.77)
H (5.64, -1.54, 5.09)
H (4.33, -2.66, 4.78)
H (7.27, -1.30, 1.88)
H (7.51, -1.36, 3.62)
H (7.42, -2.91, 2.73)

Entry 2:
The following is a DFT calculation (ωB97M-V/def2-TZVPD) of an isolated molecule of CH2O4S.

As for the HOMO energy: -11.91 eV. The value obtained for the molar mass is 110.090 g/mol. The orbital gap is 0.4484 Ha. Its charge is 0. Its structure (SMILES) is O=CO[SH](=O)=O. Its multiplicity is 1. The value obtained for the lowest unoccupied orbital energy is 0.0109 hartree. For the total energy, the calculation gives -738.38810 Ha.

Element x y z (Å)
O (0.46, 0.03, -2.54)
C (0.47, 0.31, -1.42)
O (0.38, -0.74, -0.33)
S (-0.26, -0.20, 1.00)
O (0.11, 1.18, 1.27)
O (-1.64, -0.59, 0.96)
H (0.27, 1.12, -0.75)
H (0.21, -1.12, 1.81)

Entry 3:
The following is a DFT calculation (ωB97M-V/def2-TZVPD) of a cluster of 3 separate species, C21H46BIO7 in total.

As for the HOMO energy: -9.12 eV. The value obtained for the molar mass is 548.308 g/mol. The orbital gap is 0.3395 Ha. Its charge is 0. Its structure (SMILES) is CCCCCCB(I)C[C@H]1CO1.COCCOCCOC.COCCOCCOC. Its multiplicity is 1. The value obtained for the lowest unoccupied orbital energy is 0.0044 hartree. For the total energy, the calculation gives -1676.60442 Ha.

Element x y z (Å)
C (4.33, 4.40, 1.19)
C (4.43, 4.11, 2.82)
C (3.06, 3.33, 3.30)
C (2.99, 1.75, 2.82)
C (2.46, 1.53, 1.29)
C (0.94, 2.07, 0.99)
B (-0.13, 1.81, 2.21)
I (-1.10, -0.20, 2.28)
C (-0.54, 2.85, 3.41)
C (-1.43, 4.21, 2.68)
C (-0.41, 5.36, 1.86)
O (-1.40, 4.28, 1.12)
H (5.15, 3.80, 0.61)
H (4.55, 5.55, 0.97)
H (3.24, 4.17, 0.83)
H (5.42, 3.53, 3.09)
H (4.54, 5.18, 3.34)
H (2.92, 3.31, 4.48)
H (2.16, 3.93, 2.83)
H (2.43, 1.10, 3.63)
H (4.12, 1.37, 2.84)
H (2.45, 0.35, 1.10)
H (3.16, 1.98, 0.46)
H (0.97, 3.20, 0.64)
H (0.54, 1.46, 0.05)
H (-1.40, 2.43, 4.12)
H (0.36, 3.33, 4.00)
H (-2.42, 4.66, 3.31)
H (0.72, 5.12, 1.69)
H (-0.79, 6.47, 1.76)
C (5.46, -3.64, -2.09)
O (5.18, -2.38, -2.67)
C (5.50, -2.34, -4.06)
C (4.80, -1.16, -4.73)
O (3.43, -1.43, -5.05)
C (2.52, -1.44, -3.94)
C (2.21, -0.04, -3.42)
O (3.26, 0.42, -2.56)
C (3.22, 1.83, -2.38)
H (6.52, -3.89, -2.19)
H (5.21, -3.60, -1.02)
H (4.85, -4.42, -2.56)
H (5.19, -3.27, -4.54)
H (6.58, -2.22, -4.14)
H (5.29, -0.98, -5.69)
H (4.89, -0.24, -4.15)
H (2.87, -2.10, -3.15)
H (1.59, -1.87, -4.33)
H (1.29, -0.06, -2.83)
H (2.08, 0.65, -4.26)
H (3.38, 2.34, -3.33)
H (4.04, 2.10, -1.70)
H (2.27, 2.13, -1.93)
C (-3.25, -3.87, 1.34)
O (-4.59, -3.38, 1.33)
C (-4.64, -1.96, 1.24)
C (-6.03, -1.50, 0.80)
O (-6.23, -1.61, -0.62)
C (-6.42, -2.94, -1.12)
C (-7.80, -3.51, -0.79)
O (-7.83, -4.01, 0.55)
C (-9.16, -4.17, 1.03)
H (-2.70, -3.46, 2.18)
H (-3.28, -4.96, 1.43)
H (-2.75, -3.62, 0.40)
H (-3.89, -1.60, 0.52)
H (-4.41, -1.55, 2.23)
H (-6.13, -0.44, 1.03)
H (-6.82, -2.02, 1.35)
H (-5.62, -3.60, -0.79)
H (-6.34, -2.85, -2.21)
H (-8.02, -4.35, -1.46)
H (-8.56, -2.73, -0.92)
H (-9.67, -3.21, 1.06)
H (-9.10, -4.57, 2.05)
H (-9.71, -4.88, 0.40)